Record 1
{
  "formula": "C39H37BN3O20P",
  "method": "the ωB97M-V functional and the def2-TZVPD basis",
  "symbols": ["C", "C", "C", "C", "C", "B", "O", "O", "C", "C", "P", "N", "C", "C", "C", "C", "N", "C", "C", "C", "O", "N", "C", "O", "H", "H", "H", "H", "H", "H", "H", "H", "H", "H", "H", "H", "H", "H", "H", "H", "H", "H", "H", "H", "H", "C", "C", "C", "O", "C", "C", "C", "O", "O", "O", "H", "H", "H", "H", "C", "C", "C", "O", "C", "C", "C", "O", "O", "O", "H", "H", "H", "H", "C", "C", "C", "O", "C", "C", "C", "O", "O", "O", "H", "H", "H", "H", "C", "C", "C", "O", "C", "C", "C", "O", "O", "O", "H", "H", "H", "H"],
  "coordinates": [[2.146, -0.715, 1.879], [1.159, -0.349, 0.731], [-0.238, -0.931, 1.082], [-1.387, 0.072, 1.132], [-1.453, 1.195, 1.990], [-0.269, 1.524, 3.012], [-0.508, 1.245, 4.318], [0.983, 2.020, 2.670], [0.986, 3.180, 1.841], [-2.601, 2.029, 1.973], [-2.652, 3.498, 3.102], [-2.637, 3.080, 4.628], [-3.700, 1.768, 1.118], [-4.988, 2.609, 1.086], [-6.017, 2.034, 2.081], [-6.849, 0.828, 1.718], [-6.205, 2.527, 3.242], [-3.626, 0.664, 0.266], [-2.480, -0.141, 0.299], [-2.732, -1.259, -0.704], [-2.144, -2.281, -0.911], [-3.914, -0.914, -1.418], [-4.630, 0.117, -0.738], [-5.754, 0.435, -0.966], [1.922, -0.154, 2.789], [3.185, -0.631, 1.578], [1.935, -1.765, 2.130], [1.111, 0.740, 0.652], [1.593, -0.784, -0.173], [-0.478, -1.700, 0.349], [-0.215, -1.431, 2.060], [-0.047, 1.867, 4.896], [0.014, 3.413, 1.390], [1.684, 2.991, 1.013], [1.354, 4.072, 2.358], [-3.830, 4.231, 2.880], [-1.512, 4.302, 2.844], [-3.481, 3.451, 5.059], [-5.374, 2.560, 0.064], [-4.779, 3.651, 1.318], [-7.550, 0.582, 2.514], [-6.207, -0.046, 1.555], [-7.376, 1.003, 0.776], [-5.590, 3.340, 3.340], [-3.621, -0.472, -2.295], [5.635, -2.039, 4.562], [5.929, -2.361, 5.832], [5.628, -1.429, 6.972], [5.902, -1.790, 8.102], [5.027, -0.141, 6.667], [4.736, 0.180, 5.399], [5.014, -0.762, 4.262], [4.706, -0.411, 3.137], [4.185, 1.345, 5.067], [6.493, -3.509, 6.160], [5.844, -2.701, 3.734], [4.829, 0.528, 7.493], [4.075, 1.322, 4.096], [6.589, -3.482, 7.131], [2.647, -4.763, 6.332], [3.734, -5.492, 6.612], [3.653, -6.972, 6.848], [4.683, -7.578, 7.079], [2.346, -7.607, 6.794], [1.257, -6.878, 6.518], [1.341, -5.402, 6.254], [0.318, -4.800, 5.991], [0.038, -7.410, 6.459], [4.953, -4.949, 6.694], [2.693, -3.696, 6.157], [2.298, -8.670, 6.983], [-0.565, -6.673, 6.242], [5.550, -5.695, 6.902], [-2.771, 1.395, -6.017], [-2.503, 1.203, -7.319], [-1.966, -0.110, -7.825], [-1.760, -0.237, -9.015], [-1.715, -1.167, -6.856], [-1.980, -0.970, -5.558], [-2.542, 0.334, -5.060], [-2.783, 0.455, -3.867], [-1.759, -1.916, -4.645], [-2.697, 2.151, -8.223], [-3.159, 2.331, -5.640], [-1.314, -2.099, -7.227], [-2.027, -1.544, -3.785], [-2.429, 1.777, -9.092], [1.973, 3.424, -12.074], [0.780, 2.838, -11.915], [0.054, 2.874, -10.601], [-1.038, 2.338, -10.527], [0.689, 3.543, -9.480], [1.885, 4.127, -9.637], [2.601, 4.115, -10.959], [3.676, 4.678, -11.040], [2.510, 4.750, -8.643], [0.166, 2.191, -12.903], [2.505, 3.406, -13.015], [0.163, 3.547, -8.536], [3.347, 5.082, -9.021], [-0.675, 1.864, -12.530]],
  "lowdin_charge": [-0.100, -0.192, -0.109, -0.077, -0.007, -0.685, 0.184, -0.003, -0.077, -0.192, 0.797, -0.281, -0.128, -0.094, -0.389, -0.042, 0.144, -0.024, -0.009, -0.354, 0.134, 0.150, -0.361, 0.133, 0.062, 0.055, 0.081, 0.085, 0.107, 0.097, 0.131, 0.121, 0.074, 0.094, 0.097, 0.000, 0.014, -0.038, 0.114, 0.077, 0.080, 0.079, 0.077, 0.012, 0.109, 0.081, -0.239, -0.311, 0.114, 0.076, -0.230, -0.305, 0.080, 0.115, 0.073, 0.137, 0.136, 0.119, 0.123, 0.082, -0.206, -0.311, 0.112, 0.075, -0.236, -0.313, 0.115, 0.116, 0.078, 0.134, 0.136, 0.122, 0.133, 0.073, -0.228, -0.309, 0.119, 0.078, -0.226, -0.296, 0.076, 0.121, 0.111, 0.136, 0.138, 0.103, 0.092, 0.078, -0.230, -0.291, 0.094, 0.081, -0.232, -0.313, 0.114, 0.120, 0.120, 0.138, 0.136, 0.123, 0.123],
  "total_energy_ha": -3543.61818,
  "smiles": "[H]/N=C(/C)Cc1c([PH2]=N)c(B(O)OC)c(CCC)c2c1C(=O)NC2=O.O=C1C=C(O)C(=O)C=C1O.O=C1C=C(O)C(=O)C=C1O.O=C1C=C(O)C(=O)C=C1O.O=C1C=C(O)C(=O)C=C1O",
  "orbital_gap_ev": 6.8,
  "total_charge": 0
}

=====

Record 2
{
  "formula": "C39H37CaGeN4O3",
  "method": "the ωB97M-V functional and the def2-TZVPD basis",
  "symbols": ["Ca", "O", "C", "N", "C", "C", "C", "C", "C", "C", "N", "C", "O", "C", "C", "C", "C", "C", "N", "C", "C", "C", "C", "C", "N", "H", "H", "H", "H", "H", "H", "H", "H", "H", "H", "H", "H", "C", "C", "O", "C", "C", "H", "H", "H", "H", "H", "H", "H", "H", "H", "H", "C", "Ge", "C", "C", "C", "C", "C", "C", "C", "C", "C", "C", "C", "C", "C", "C", "C", "C", "H", "H", "H", "H", "H", "H", "H", "H", "H", "H", "H", "H", "H", "H", "H"],
  "coordinates": [[-0.120, 0.556, -1.077], [-0.126, -3.683, -2.428], [-0.401, -2.567, -1.980], [0.423, -1.539, -1.734], [1.786, -1.692, -1.714], [2.437, -2.937, -1.817], [3.799, -3.062, -1.690], [4.579, -1.945, -1.410], [3.986, -0.713, -1.296], [2.605, -0.529, -1.495], [2.008, 0.699, -1.473], [2.705, 1.844, -1.483], [3.919, 2.002, -1.624], [1.880, 3.107, -1.405], [2.590, 4.312, -1.417], [1.904, 5.509, -1.425], [0.517, 5.464, -1.427], [-0.101, 4.224, -1.406], [0.553, 3.070, -1.390], [-1.876, -2.347, -1.735], [-2.627, -3.498, -1.477], [-4.004, -3.429, -1.463], [-4.598, -2.196, -1.694], [-3.773, -1.103, -1.900], [-2.445, -1.159, -1.916], [1.850, -3.817, -2.019], [4.262, -4.032, -1.797], [5.648, -2.035, -1.298], [4.596, 0.151, -1.093], [3.667, 4.267, -1.434], [2.432, 6.452, -1.438], [-0.072, 6.370, -1.444], [-1.178, 4.150, -1.415], [-2.105, -4.428, -1.329], [-4.602, -4.315, -1.304], [-5.673, -2.083, -1.724], [-4.215, -0.131, -2.086], [-2.817, 2.958, 0.457], [-3.299, 2.103, -0.709], [-2.317, 2.137, -1.731], [-2.770, 2.059, -3.074], [-1.785, 2.803, -3.968], [-3.328, 2.675, 1.374], [-2.989, 4.015, 0.269], [-1.749, 2.784, 0.578], [-4.251, 2.488, -1.098], [-3.450, 1.076, -0.348], [-3.769, 2.513, -3.162], [-2.826, 1.010, -3.397], [-1.776, 3.864, -3.732], [-2.055, 2.682, -5.013], [-0.787, 2.399, -3.808], [0.083, 2.371, 2.853], [0.178, 0.694, 1.702], [-1.399, -0.333, 2.452], [-1.659, -0.406, 3.814], [-2.723, -1.149, 4.295], [-3.561, -1.815, 3.417], [-3.328, -1.737, 2.054], [-2.257, -0.998, 1.587], [1.825, -0.259, 2.386], [2.786, 0.470, 3.047], [4.010, -0.090, 3.444], [4.300, -1.389, 3.139], [3.362, -2.180, 2.448], [3.646, -3.521, 2.120], [2.734, -4.292, 1.460], [1.487, -3.751, 1.112], [1.184, -2.453, 1.417], [2.107, -1.619, 2.081], [0.282, 2.166, 3.901], [-0.906, 2.820, 2.786], [0.799, 3.118, 2.519], [-1.018, 0.122, 4.506], [-2.897, -1.218, 5.360], [-4.397, -2.388, 3.790], [-3.975, -2.255, 1.359], [-2.063, -0.938, 0.520], [2.608, 1.512, 3.278], [4.727, 0.514, 3.982], [5.247, -1.834, 3.418], [4.607, -3.921, 2.410], [2.966, -5.316, 1.206], [0.771, -4.372, 0.593], [0.210, -2.053, 1.165]],
  "lowdin_charge": [1.152, 0.050, -0.450, 0.000, -0.183, -0.013, -0.051, -0.045, 0.009, -0.180, -0.030, -0.438, 0.053, -0.188, 0.011, -0.043, -0.039, -0.141, 0.062, -0.203, 0.007, -0.048, -0.048, -0.147, 0.097, 0.099, 0.113, 0.111, 0.103, 0.117, 0.111, 0.107, 0.087, 0.118, 0.113, 0.108, 0.095, -0.061, -0.265, -0.265, -0.269, -0.059, 0.088, 0.078, 0.031, 0.123, 0.095, 0.125, 0.098, 0.073, 0.081, 0.070, -0.286, 0.854, -0.345, -0.109, -0.094, -0.102, -0.092, -0.165, -0.266, -0.122, -0.086, -0.049, -0.176, -0.043, -0.092, -0.088, -0.050, -0.185, 0.000, -0.011, -0.005, 0.095, 0.098, 0.096, 0.087, 0.043, 0.081, 0.099, 0.106, 0.108, 0.101, 0.103, 0.072],
  "multiplicity": 2,
  "total_energy_ha": -4707.68915,
  "orbital_gap_ev": [6.6, 4.2],
  "total_charge": 0
}